1.
The following is a quantum chemistry calculation of a molecular structure, C16H28ClGaO2P2, from the Open Molecules 2025 dataset.

Geometry as ORCA input:
```
! RIJCOSX wB97M-V def2-TZVPD def2/J DEFGRID3
* xyz 2 1
C -1.1094 -1.3728 -3.1677
C -0.9449 -1.5748 -1.6950
H -0.8170 -2.2960 -3.6844
H -0.4738 -0.5435 -3.5265
H -2.1606 -1.1411 -3.4061
O -0.4056 -2.5343 -1.1419
Cl 0.8177 2.5346 0.5440
Ga -0.0916 0.6744 -0.1270
P 2.0879 -0.5914 0.0140
C 2.0917 -2.2392 0.7930
C 2.7923 -0.8481 -1.6487
H 3.7920 -1.2997 -1.5669
H 4.3448 -0.2909 0.9014
H 2.8704 0.1157 -2.1678
H 3.5721 1.2669 0.4663
H 1.1445 -2.7454 0.5708
H 2.1335 -1.5132 -2.2203
C 3.4091 0.2841 0.9205
H 2.9192 -2.8399 0.3896
H 3.1084 0.4290 1.9652
H 2.1981 -2.1531 1.8816
P -1.6155 2.1993 -1.6622
C -3.2103 1.8922 -2.5067
C -1.9153 3.8539 -0.9153
H 0.5873 2.5076 -2.6437
H -0.6427 3.5790 -3.3991
H -0.5752 1.8334 -3.8402
C -0.4437 2.5630 -3.0300
H -1.0076 4.4673 -0.9972
H -2.7630 4.3448 -1.4163
H -3.7892 2.8262 -2.6021
H -3.7832 1.1734 -1.9054
H -2.1555 3.7015 0.1452
H -3.0252 1.4671 -3.5024
C -1.6391 -0.5292 -0.8328
O -2.8105 -0.6374 -0.5158
C -1.0759 0.4644 1.7822
C -0.4777 -0.5625 2.6534
C -0.9782 -1.8797 2.6302
C -0.4609 -2.8448 3.4874
C 0.5908 -2.5236 4.3572
C 1.1264 -1.2286 4.3592
C 0.5983 -0.2515 3.5161
H -2.1242 0.2405 1.5553
H -0.9349 1.4789 2.1789
H -1.7925 -2.1177 1.9394
H -0.8873 -3.8507 3.4676
H 0.9825 -3.2809 5.0379
H 1.9451 -0.9752 5.0380
H 0.9982 0.7681 3.5270
*
```

Calculated values
E_LUMO (alpha / beta) = -0.3436 / -0.3466 hartree
E_HOMO (alpha / beta) = -15.233 / -15.192 eV
electronic energy = -3844.0193 hartree
orbital gap (alpha / beta) = 5.88 / 5.76 eV

2.
The following is a quantum chemistry calculation of a molecular structure, C16H28CoN5Se, from the Open Molecules 2025 dataset.

Geometry as ORCA input:
```
! RIJCOSX wB97M-V def2-TZVPD def2/J DEFGRID3
* xyz 1 2
Co 0.6741 0.0130 -0.5681
N -2.4751 3.4238 0.1162
C -2.1126 1.9622 0.0643
C -2.6988 1.3553 -1.2007
C -2.3495 -0.1285 -1.3440
N -0.9388 -0.3287 -1.7496
C -2.6736 -0.8916 -0.0583
C -2.1419 -0.2402 1.2211
N -0.6722 -0.3416 1.2622
C -2.5772 1.2254 1.3033
H -1.7586 3.9790 -0.4479
H -2.4636 3.7830 1.0703
H -3.4016 3.5974 -0.2756
H -1.0289 1.9442 0.0167
H -2.3782 1.9143 -2.0842
H -3.7914 1.4248 -1.1438
H -2.9834 -0.5300 -2.1397
H -0.7549 0.2062 -2.5953
H -0.8275 -1.3052 -2.0060
H -2.2988 -1.9157 -0.1350
H -3.7603 -0.9665 0.0261
H -2.5886 -0.7610 2.0736
H -0.4100 -1.3237 1.3106
H -0.3200 0.0843 2.1154
H -2.1691 1.6886 2.2071
H -3.6688 1.2577 1.3823
C 2.2789 1.4245 1.3999
N 2.4110 0.3471 0.4029
C 3.4327 0.7655 -0.5892
C 2.8809 -0.9074 1.0671
C 2.2218 -2.1066 0.4450
C 2.6458 -3.3857 0.7847
C 2.0430 -4.4916 0.2100
C 1.0252 -4.2999 -0.7124
C 0.6078 -3.0140 -1.0306
C 1.1806 -1.8663 -0.4647
H 3.2386 1.6244 1.8873
H 1.5625 1.1398 2.1702
H 1.9428 2.3354 0.9070
H 4.3964 0.9047 -0.0932
H 3.1316 1.6956 -1.0644
H 3.5275 -0.0101 -1.3482
H 2.6683 -0.8381 2.1372
H 3.9690 -0.9698 0.9762
H 3.4539 -3.5213 1.4957
H 2.3687 -5.4904 0.4683
H 0.5567 -5.1529 -1.1869
H -0.1818 -2.9578 -1.7803
Se -0.0031 4.7502 -1.5272
C 0.4741 3.0156 -1.5131
N 0.7363 1.8829 -1.4623
*
```

Calculated values
⟨S²⟩ = 0.762
E_LUMO (alpha / beta) = -0.0963 / -0.0963 hartree
E_HOMO (alpha / beta) = -10.946 / -10.793 eV
electronic energy = -4684.2674 hartree
orbital gap (alpha / beta) = 8.33 / 8.17 eV

Calculated values (eV) of relative energy (zero: lowest compared OMol25 entry of this formula, charge and spin) for the records, taken in order: 0.000, 0.081.